ORCA calculation (wB97M-V/def2-TZVPD) on a structure of composition C2N3O2S in a non-equilibrium geometry.

Geometry as XYZ:
```
8
Properties=species:S:1:pos:R:3:forces:R:3:lowdin_charge:R:1
C -1.236830 0.730364 0.996849 1.8583 -0.6459 -1.7620 -0.46
C 1.644551 0.070107 0.096072 -0.0231 0.6140 -0.6768 -0.65
N -0.252744 0.091999 0.104971 -0.0839 2.8149 4.2579 -0.19
N -0.695409 -0.652552 -0.802465 -1.2734 -1.3293 -2.0965 -0.19
N -1.940554 -0.726610 -0.930765 -1.6691 -0.3139 -0.5762 -0.36
O 2.007282 0.302094 -1.007384 -0.3906 0.1070 -1.1017 0.06
O 1.996760 -0.145248 1.190382 0.2569 -0.5495 2.2172 0.07
S -2.687857 0.291125 0.278916 1.3248 -0.6973 -0.2618 0.73
```
Positions in Å, forces in eV/Å.

E_tot ... -789.1471 a.u.
Charge ... -1
HOMO energy ... -5.24 eV
HOMO-LUMO gap ... 8.76 eV
Spin multiplicity ... 1
E_LUMO ... 3.52 eV